DFT (ωB97M-V with the def2-TZVPD basis set) results for a structure of composition C27H33KN8O6S2.

The value obtained for the HOMO-LUMO gap is 5.130 eV. The spin multiplicity is 1. The highest occupied orbital energy is -1.11 eV. The net charge is -2.

XYZ file:
```
77
Properties=species:S:1:pos:R:3:lowdin_charge:R:1
K -0.906 -0.273 0.770 0.662
N -1.552 1.699 5.766 0.004
C -1.138 1.125 4.574 -0.978
S -1.614 1.901 3.135 0.418
N -0.383 0.053 4.781 -0.074
N 0.054 -0.558 3.658 -0.037
C 0.918 -1.482 3.856 -0.139
C 1.497 -2.252 2.747 -0.274
C 2.515 -3.177 2.999 -0.051
C 3.062 -3.883 1.943 -0.096
C 2.582 -3.660 0.661 -0.073
C 1.563 -2.729 0.497 -0.124
N 1.037 -2.046 1.507 0.055
H -2.359 2.290 5.670 0.041
H -1.539 1.066 6.551 0.062
H 1.265 -1.709 4.867 0.098
H 2.866 -3.323 4.013 0.098
H 3.854 -4.601 2.119 0.095
H 2.977 -4.190 -0.195 0.094
H 1.134 -2.512 -0.480 0.091
O -3.110 -2.013 -5.388 0.032
C -2.738 -1.774 -4.245 -0.322
C -1.330 -1.683 -3.775 -0.348
O -0.314 -1.806 -4.477 0.005
C -1.358 -1.367 -2.351 -0.350
C -2.739 -1.202 -1.919 -0.339
O -3.099 -0.854 -0.773 -0.085
C -3.624 -1.476 -3.073 -0.319
O -4.849 -1.440 -3.086 0.031
O -0.347 -1.201 -1.614 -0.131
C -0.525 6.786 0.336 -0.065
C 0.695 6.027 -0.166 -0.196
N 0.856 6.097 -1.613 -0.051
C 1.595 7.236 -2.142 -0.211
C 3.094 6.991 -2.232 -0.096
C 0.290 5.233 -2.486 -0.437
O 0.436 5.347 -3.702 0.029
C -0.636 4.180 -1.947 -0.145
C -1.975 4.286 -2.306 -0.030
C -2.865 3.323 -1.868 -0.038
C -2.383 2.277 -1.091 -0.113
N -1.099 2.153 -0.762 0.064
C -0.248 3.084 -1.186 -0.094
H -0.572 6.751 1.426 0.076
H -1.437 6.333 -0.054 0.070
H -0.498 7.833 0.025 0.065
H 0.642 4.989 0.149 0.109
H 1.610 6.431 0.273 0.118
H 1.383 8.091 -1.491 0.110
H 1.196 7.459 -3.130 0.112
H 3.515 6.746 -1.255 0.068
H 3.597 7.884 -2.609 0.066
H 3.292 6.152 -2.898 0.021
H -2.298 5.106 -2.936 0.121
H -3.913 3.359 -2.134 0.106
H -3.047 1.490 -0.753 0.102
H 0.799 2.943 -0.933 0.104
C 2.881 -1.221 -4.307 -0.088
C 2.272 -0.445 -3.151 -0.236
N 2.924 0.842 -2.908 0.009
C 2.558 2.102 -3.187 -0.849
S 3.412 3.373 -2.413 0.516
N 1.576 2.415 -4.037 0.026
C 0.726 1.594 -4.900 -0.200
C -0.689 1.462 -4.364 -0.052
H 2.292 -2.123 -4.468 0.067
H 3.922 -1.485 -4.103 0.063
H 2.860 -0.638 -5.230 0.065
H 2.366 -1.018 -2.227 0.109
H 1.201 -0.334 -3.277 0.069
H 3.690 0.838 -2.254 0.091
H 1.379 3.407 -4.060 0.078
H 1.166 0.614 -5.050 0.083
H 0.713 2.088 -5.875 0.116
H -0.687 0.984 -3.383 0.065
H -1.289 0.846 -5.035 0.086
H -1.154 2.445 -4.267 0.069
```

DFT (ωB97M-V with the def2-TZVPD basis set) results for a structure of composition C53H48AsN8O3S3Zn.

The value obtained for the HOMO-LUMO gap is 7.423 eV. The spin multiplicity is 1. The highest occupied orbital energy is -9.99 eV. The net charge is +1.

XYZ file:
```
117
Properties=species:S:1:pos:R:3:lowdin_charge:R:1
Zn 1.090 0.513 -0.406 0.584
N -0.770 -0.583 -0.449 0.080
C -0.525 -1.858 0.118 -0.248
C -1.248 -2.975 -0.216 -0.002
C -0.984 -4.211 0.396 -0.053
C -0.003 -4.326 1.342 -0.020
C 0.790 -3.208 1.678 -0.143
C 1.844 -3.258 2.613 0.013
C 2.594 -2.132 2.828 -0.016
C 2.305 -0.967 2.100 -0.112
N 1.298 -0.865 1.263 0.071
C 0.533 -1.959 1.050 -0.172
H -1.358 -0.667 -1.273 0.071
H -1.245 0.011 0.241 0.003
H -2.031 -2.903 -0.956 0.113
H -1.573 -5.070 0.114 0.113
H 0.195 -5.266 1.835 0.118
H 2.048 -4.181 3.138 0.126
H 3.411 -2.129 3.536 0.114
H 2.925 -0.089 2.230 0.115
S -0.435 4.820 0.610 1.104
C -0.473 3.228 -0.037 -0.456
N 0.048 2.282 0.677 -0.008
C 0.512 2.783 1.871 -0.355
C 1.053 2.052 2.926 -0.055
C 1.465 2.716 4.059 -0.056
C 1.332 4.098 4.174 -0.063
C 0.762 4.841 3.160 -0.073
C 0.352 4.173 2.017 -0.452
H -0.913 3.059 -1.001 0.077
H 1.123 0.984 2.842 0.066
H 1.898 2.154 4.872 0.115
H 1.665 4.593 5.072 0.112
H 0.635 5.907 3.243 0.116
C -5.932 -1.807 1.848 -0.084
C -4.754 -2.489 2.104 -0.084
C -3.592 -1.786 2.362 -0.129
C -3.598 -0.395 2.404 -0.359
C -4.787 0.281 2.158 -0.102
C -5.947 -0.423 1.877 -0.081
As -1.857 0.516 2.549 1.409
C -1.371 0.201 4.404 -0.306
C -0.867 -0.964 4.955 -0.095
C -0.493 -0.990 6.290 -0.078
C -0.593 0.159 7.062 -0.071
C -1.065 1.336 6.511 -0.019
C -1.460 1.369 5.180 -0.208
C -1.993 2.531 4.478 -0.196
C -2.162 3.800 5.019 -0.016
C -2.704 4.811 4.247 -0.069
C -3.079 4.575 2.935 -0.093
C -2.893 3.318 2.380 -0.138
C -2.359 2.294 3.144 -0.316
H -6.836 -2.352 1.622 0.105
H -4.740 -3.569 2.094 0.105
H -2.662 -2.317 2.543 0.087
H -4.808 1.364 2.195 0.089
H -6.863 0.115 1.676 0.106
H -0.773 -1.858 4.346 0.094
H -0.121 -1.903 6.731 0.104
H -0.303 0.134 8.102 0.107
H -1.131 2.226 7.119 0.110
H -1.875 4.001 6.040 0.111
H -2.843 5.791 4.678 0.109
H -3.509 5.371 2.344 0.107
H -3.166 3.135 1.344 0.104
N 6.951 -4.898 -3.466 0.117
C 5.934 -3.998 -3.356 -0.317
C 4.642 -4.425 -3.019 -0.018
C 3.627 -3.510 -2.839 -0.055
C 3.887 -2.160 -3.006 -0.296
C 5.154 -1.718 -3.344 -0.094
C 6.174 -2.627 -3.515 -0.015
S 2.586 -0.983 -2.765 0.627
O 2.802 0.164 -3.609 -0.279
O 1.306 -1.642 -2.847 -0.312
N 2.650 -0.478 -1.200 -0.176
C 3.434 0.499 -0.782 -0.765
S 5.144 0.671 -0.987 1.099
C 5.092 2.087 0.025 -0.364
C 3.830 2.332 0.426 -0.229
N 2.899 1.445 -0.030 -0.026
H 6.721 -5.872 -3.556 0.100
H 7.815 -4.597 -3.885 0.101
H 4.458 -5.482 -2.899 0.112
H 2.625 -3.815 -2.588 0.112
H 5.319 -0.663 -3.486 0.088
H 7.171 -2.295 -3.770 0.115
H 5.983 2.638 0.245 0.064
H 3.509 3.151 1.045 0.111
C -2.186 -2.070 -6.616 -0.061
C -2.833 -0.702 -6.421 -0.192
N -2.208 0.038 -5.330 -0.060
C -2.981 0.218 -4.125 -0.205
C -3.148 -1.083 -3.334 -0.074
C -1.017 0.622 -5.606 -0.409
O -0.532 0.601 -6.721 0.088
C -0.262 1.319 -4.507 -0.078
C 0.437 2.475 -4.844 0.038
C 1.226 3.084 -3.885 -0.009
C 1.280 2.529 -2.620 -0.132
N 0.632 1.414 -2.287 0.010
C -0.089 0.808 -3.228 -0.103
H -2.661 -2.587 -7.446 0.078
H -2.282 -2.682 -5.723 0.065
H -1.131 -1.947 -6.844 0.076
H -3.897 -0.807 -6.201 0.119
H -2.718 -0.120 -7.339 0.124
H -3.976 0.593 -4.401 0.128
H -2.502 0.983 -3.510 0.106
H -3.783 -1.778 -3.878 0.077
H -3.620 -0.875 -2.375 0.077
H -2.182 -1.563 -3.186 0.061
H 0.365 2.858 -5.852 0.132
H 1.795 3.970 -4.116 0.117
H 1.875 2.984 -1.841 0.111
H -0.498 -0.151 -2.962 0.080
```

DFT (ωB97M-V with the def2-TZVPD basis set) results for a structure of composition C3H3AgO3.

The value obtained for the HOMO-LUMO gap (alpha / beta) is 7.634 / 7.139 eV. The spin multiplicity is 3. The highest occupied orbital energy (alpha / beta) is -6.76 / -10.56 eV. The net charge is 0.

XYZ file:
```
10
Properties=species:S:1:pos:R:3:lowdin_charge:R:1
C 0.364 -0.384 -0.281 -0.753
C -1.946 -0.381 0.188 -0.181
O -0.894 -0.662 -0.657 0.042
O 0.641 0.826 -0.092 -0.060
C -2.494 0.832 0.200 0.059
H -2.325 -1.235 0.750 0.125
H -3.024 1.015 1.154 0.079
H -2.081 1.660 -0.377 0.078
O 1.215 -1.294 -0.120 -0.044
Ag 2.641 0.233 0.401 0.655
```

DFT (ωB97M-V with the def2-TZVPD basis set) results for an isolated molecule of C3H5N3O.

The value obtained for the HOMO-LUMO gap is 9.426 eV. The spin multiplicity is 1. The SMILES is Nc1conc1N. The highest occupied orbital energy is -8.59 eV. The net charge is 0.

XYZ file:
```
12
Properties=species:S:1:pos:R:3:lowdin_charge:R:1
N 0.295 1.858 -0.143 0.089
C 0.436 0.466 -0.042 -0.250
C 1.555 -0.308 -0.081 -0.073
O 1.272 -1.618 -0.051 -0.033
N -0.072 -1.733 -0.020 0.039
C -0.581 -0.523 0.087 -0.375
N -1.854 -0.680 0.591 0.092
H -0.465 2.203 0.429 0.086
H 1.146 2.352 0.099 0.089
H 2.604 -0.085 -0.114 0.126
H -2.621 -0.160 0.164 0.089
H -1.695 -1.745 0.566 0.122
```

Electronic energy (computed, a.u.): -3334.64328 -7921.85926 -488.63032 -356.73763
ΔE to the lowest compared entry with this formula, charge and spin (computed, kJ/mol): 0.00 110.36 16.10 314.40
Largest force on an atom (computed, Eh/bohr): 0.00773 0.04091 0.03986 0.05896